# 1
88
Properties=species:S:1:pos:R:3:forces:R:3 method="wB97M-V/def2-TZVPD" homo_ev="-1.12 / -1.12" homo_lumo_gap_ev="5.492 / 5.230" charge=-2 multiplicity=3 e_lumo_ev="4.37 / 4.11" e_tot_ev=-229209.241
W -0.711780 -0.279228 1.656611 0.21 0.43 -2.66
O 2.093639 2.101459 1.931838 -0.02 0.69 -0.29
As 1.424782 0.686758 2.805836 0.61 0.84 0.45
O 2.852728 0.123836 3.405722 -0.11 -0.52 0.23
O 0.412600 -1.832655 1.505488 -0.11 0.25 0.17
C 0.598253 1.720475 4.347786 -0.03 -0.34 0.08
C 1.292437 2.767823 4.944342 0.04 -0.20 -0.29
C 0.757543 3.468504 6.013439 0.17 0.08 0.01
C -0.476681 3.121078 6.533480 -0.30 -0.17 0.07
C -1.182236 2.059066 5.978656 -0.09 0.14 0.15
C -0.637564 1.383600 4.904446 0.28 -0.18 -0.19
S -1.544005 0.054556 4.163725 -0.34 0.33 -0.48
O -2.577450 -0.414039 5.017774 0.12 -0.04 0.62
O -0.474377 -0.912891 3.703453 -1.19 0.70 1.04
O -2.077180 0.627671 2.861214 -0.85 -0.51 2.52
H 2.956570 2.244359 2.340948 0.07 -0.22 -0.04
H 2.271345 3.023143 4.555609 -0.01 0.07 0.01
H 1.313196 4.290056 6.453044 0.00 -0.02 -0.01
H -0.883045 3.661276 7.380056 -0.03 0.00 -0.02
H -2.143331 1.740545 6.362364 0.01 0.05 0.06
O -1.833050 -3.289382 3.292925 -0.29 -0.10 0.15
C -1.799197 -2.856027 2.168144 -0.37 -0.45 -0.64
O -2.249886 -1.656845 1.782447 0.44 -0.69 0.99
C -1.307658 -3.667483 0.976130 0.15 0.91 0.44
P -0.325508 -2.438716 -0.046846 -0.38 -1.50 -0.96
C -1.258051 -3.044511 -1.761724 0.08 -0.03 0.10
C -1.913954 -4.251213 -2.037500 0.00 0.01 -0.15
C -2.647053 -4.455124 -3.204101 0.04 0.02 0.05
C -2.751165 -3.442802 -4.149488 0.03 -0.07 0.00
C -2.122152 -2.230980 -3.902941 0.04 0.07 0.10
C -1.409143 -2.042486 -2.722822 -0.21 -0.11 -0.06
C 1.225118 -3.417427 -0.375366 0.00 0.02 0.49
C 1.206992 -4.764913 -0.715119 0.06 -0.06 -0.06
C 2.384600 -5.502690 -0.796672 -0.06 0.01 -0.01
C 3.606226 -4.899440 -0.539391 -0.02 -0.01 -0.06
C 3.641290 -3.547012 -0.226624 -0.06 0.09 -0.05
C 2.462489 -2.818910 -0.145999 0.18 -0.11 0.25
H -2.194142 -4.016419 0.451890 0.04 -0.06 -0.07
H -0.698895 -4.491997 1.342937 0.02 -0.07 -0.13
H -1.869081 -5.073191 -1.328549 0.01 0.01 0.01
H -3.142429 -5.406698 -3.372539 0.00 0.00 0.00
H -3.322831 -3.598192 -5.058028 0.01 0.02 0.00
H -2.191488 -1.421013 -4.622890 -0.05 -0.01 0.01
H -0.976407 -1.066352 -2.532088 -0.03 0.02 0.06
H 0.263185 -5.252694 -0.921004 0.01 -0.01 0.03
H 2.343960 -6.557160 -1.047080 -0.02 0.00 -0.01
H 4.521031 -5.480249 -0.576793 0.00 0.02 -0.02
H 4.588361 -3.056494 -0.032008 -0.02 0.01 0.02
H 2.504798 -1.768789 0.114510 -0.03 -0.02 0.14
C -4.466795 2.156609 -0.388639 0.20 0.01 -0.08
C -3.090616 1.866148 0.164920 -0.16 -0.05 -0.11
S -2.440001 0.284492 -0.179096 0.44 -0.03 0.17
C -2.387153 2.771756 0.853652 -0.01 0.08 0.18
C -2.928488 4.157751 1.125588 0.10 -0.07 -0.08
S -0.776444 2.452569 1.434709 0.02 -0.58 0.31
H -4.800366 1.327492 -1.011867 -0.05 0.01 0.02
H -4.464054 3.062959 -1.004094 -0.04 0.01 0.03
H -5.196989 2.297388 0.414456 -0.01 -0.01 0.00
H -3.898424 4.109798 1.630397 0.00 0.01 -0.01
H -3.061751 4.720825 0.194294 -0.04 0.01 0.02
H -2.238896 4.714420 1.759243 -0.03 0.01 0.02
C -0.504739 3.122543 -2.452650 -0.14 -0.40 -0.13
Si 0.966715 2.805719 -1.325013 -0.79 0.48 1.19
C 2.601237 3.328603 -2.136131 0.25 -0.80 -0.19
C 0.852870 4.291017 -0.157392 0.17 0.14 0.20
As 0.543714 0.439855 -0.401493 1.87 1.94 -3.34
Si 1.655473 -0.163659 -2.469729 0.41 -1.59 -0.12
C 3.464914 0.093056 -2.007886 0.01 0.35 0.40
C 1.346576 0.610914 -4.164483 -0.63 0.85 0.30
C 1.666350 -1.930972 -3.148547 -0.29 -0.21 0.14
H -0.510196 4.144242 -2.845444 0.07 -0.02 0.01
H -1.387995 2.978568 -1.818756 0.02 0.07 -0.03
H -0.589922 2.411809 -3.273905 -0.05 0.04 -0.11
H 2.521589 4.388190 -2.386133 -0.09 -0.04 -0.02
H 2.892494 2.767638 -3.022302 0.10 0.02 -0.07
H 3.395476 3.208229 -1.394060 0.01 0.08 -0.03
H 1.271317 5.186674 -0.635584 0.06 -0.09 -0.10
H 1.398316 4.083504 0.764883 -0.01 0.11 -0.02
H -0.179239 4.486163 0.121789 0.07 0.15 -0.10
H 4.070197 0.507588 -2.817769 -0.03 0.00 -0.02
H 3.878548 -0.874180 -1.712404 -0.03 0.02 -0.04
H 3.521697 0.752080 -1.138633 0.24 0.05 -0.05
H 1.350789 1.697615 -4.198109 0.05 0.08 -0.15
H 0.373476 0.272504 -4.531944 0.05 -0.02 -0.04
H 2.124010 0.220696 -4.824538 0.03 -0.05 0.09
H 1.627591 -2.685198 -2.373251 0.08 -0.06 -0.26
H 2.587809 -2.081133 -3.723392 0.01 0.14 0.03
H 0.809504 -2.104457 -3.799926 0.13 0.01 -0.09

# 2
79
Properties=species:S:1:pos:R:3:forces:R:3 method="wB97M-V/def2-TZVPD" homo_ev="-7.62 / -7.82" homo_lumo_gap_ev="8.201 / 8.366" charge=0 multiplicity=6 e_lumo_ev="0.58 / 0.55" e_tot_ev=-159632.719
Mn 0.182425 0.667022 0.286278 -0.07 0.08 -0.07
C 2.390579 -0.252727 -2.556476 0.06 -0.08 -0.08
C 0.996249 -0.850050 -2.462437 0.01 0.08 0.07
C 0.986193 -2.092787 -1.586312 -0.04 -0.03 -0.05
C 0.417192 -1.148439 -3.835388 -0.01 -0.01 0.00
O 0.149506 0.122594 -1.774555 0.00 -0.08 -0.08
Si -0.752102 1.430552 -2.363175 -0.07 0.08 0.23
S -1.200062 2.416588 -0.581849 0.09 -0.03 -0.09
O 0.254754 2.161489 -3.408477 0.09 0.04 -0.04
C -0.001603 3.193405 -4.381314 0.01 -0.05 0.05
C -1.092534 4.132425 -3.883822 -0.01 0.02 -0.03
C -0.413913 2.517625 -5.681688 -0.02 0.01 -0.03
C 1.314120 3.938412 -4.543657 -0.01 0.01 -0.02
O -2.018608 0.920513 -3.250400 -0.06 -0.07 -0.09
C -3.298464 0.354853 -2.915777 0.04 0.06 -0.02
C -3.155195 -0.648491 -1.781163 -0.01 -0.02 0.02
C -4.241175 1.485842 -2.527850 -0.03 -0.04 0.01
C -3.777056 -0.341063 -4.181670 0.00 0.01 0.00
H 3.059216 -0.962573 -3.047938 0.02 0.02 0.02
H 2.787375 -0.042509 -1.561455 -0.02 -0.01 0.03
H 2.371186 0.670577 -3.133986 -0.03 0.01 0.00
H 1.603883 -2.870840 -2.036711 0.01 -0.01 0.02
H -0.033297 -2.474196 -1.490441 0.03 0.00 0.00
H 1.380801 -1.879181 -0.589373 0.01 0.02 0.00
H 1.038148 -1.892260 -4.336111 0.00 -0.01 0.00
H 0.387405 -0.250542 -4.451805 0.00 0.01 0.00
H -0.595692 -1.542826 -3.747790 -0.01 0.00 -0.01
H -2.037585 3.599436 -3.762603 -0.01 -0.01 0.00
H -1.248159 4.936427 -4.604798 0.00 0.01 0.00
H -0.815223 4.569653 -2.924617 0.01 0.00 0.01
H -1.325436 1.939271 -5.531329 -0.01 0.00 0.00
H 0.374833 1.845110 -6.022871 0.01 0.00 0.00
H -0.592880 3.262195 -6.459299 0.01 0.01 0.00
H 1.608202 4.392182 -3.597208 0.00 0.00 0.01
H 1.219795 4.724256 -5.294588 -0.01 0.00 -0.01
H 2.099482 3.249988 -4.857890 0.00 -0.01 0.00
H -2.822333 -0.153409 -0.867237 0.01 0.01 0.01
H -2.427680 -1.419283 -2.043982 0.01 -0.01 -0.01
H -4.111997 -1.133997 -1.581507 0.00 0.00 0.01
H -3.870928 1.999481 -1.640911 0.00 0.01 0.01
H -5.237495 1.091870 -2.318373 0.00 0.00 0.00
H -4.319732 2.205546 -3.343823 0.00 0.01 -0.01
H -3.080825 -1.132344 -4.463428 0.00 0.00 -0.01
H -3.838291 0.373690 -5.002784 0.00 0.01 -0.01
H -4.762965 -0.781878 -4.027972 -0.01 0.00 0.01
S 1.904867 0.110661 1.810085 0.00 0.10 -0.05
C 1.536686 -1.495498 2.450550 0.05 -0.06 0.04
C 2.594645 -2.212263 3.020930 0.01 0.04 -0.02
C 2.393821 -3.456077 3.588484 0.00 -0.05 0.03
C 1.127693 -4.028867 3.606947 -0.02 0.02 -0.02
C 0.067265 -3.334641 3.049332 0.02 -0.01 -0.01
C 0.263195 -2.079424 2.478510 -0.09 -0.02 0.01
As -1.186279 -1.102974 1.663763 0.19 -0.01 0.01
C -2.603108 -2.409950 1.564589 -0.08 -0.04 0.04
C -2.621277 -3.274893 0.474269 -0.01 0.02 0.04
C -3.608889 -4.242322 0.368956 0.02 0.01 -0.02
C -4.587319 -4.339446 1.348105 -0.04 -0.04 0.01
C -4.575585 -3.476592 2.434055 -0.01 -0.01 0.01
C -3.583226 -2.513149 2.546763 0.05 0.05 -0.05
C -1.774682 0.086744 3.065931 -0.13 0.03 0.02
C -2.846689 0.928797 2.772753 0.03 0.02 0.03
C -3.282472 1.851764 3.710007 0.02 -0.02 0.01
C -2.635397 1.948313 4.935823 -0.04 0.04 -0.02
C -1.557194 1.125209 5.219246 0.05 -0.06 0.01
C -1.122629 0.191445 4.286160 -0.03 0.01 0.07
H 3.581334 -1.767643 3.009170 0.01 -0.02 0.01
H 3.233815 -3.985232 4.020489 0.01 0.00 0.00
H 0.969341 -5.003207 4.049147 0.00 -0.01 0.01
H -0.925231 -3.770226 3.054459 0.01 0.00 0.01
H -1.859451 -3.189221 -0.291776 -0.01 -0.03 -0.01
H -3.620205 -4.916567 -0.477517 0.01 0.00 -0.01
H -5.361860 -5.090584 1.263547 -0.01 0.00 0.00
H -5.339493 -3.554838 3.196682 0.00 0.00 0.01
H -3.571107 -1.837411 3.393698 -0.02 -0.03 0.00
H -3.333461 0.874844 1.804478 0.00 0.00 0.00
H -4.114542 2.502637 3.475937 -0.01 0.01 0.02
H -2.966823 2.674484 5.666695 0.00 0.00 0.00
H -1.044666 1.208092 6.168947 -0.01 0.01 0.00
H -0.274683 -0.444518 4.510716 -0.01 0.00 -0.02